Entry 1:
Computed, not measured: a 2-piece molecular cluster, C9H16NO3 overall in a non-equilibrium geometry, with ωB97M-V/def2-TZVPD.

## Properties
* HOMO-LUMO gap: 8.838 eV
* total charge: +1
* relative energy (zero: lowest compared OMol25 entry of this formula, charge and spin): 49.4 kcal/mol
* 2S+1: 1
* highest occupied orbital energy: -11.77 eV
* LUMO level: -2.93 eV

CARTESIAN COORDINATES (ANGSTROEM)
C -2.1615 1.5571 1.6984
C -1.4258 0.4261 1.3846
C -2.5122 2.1499 0.5447
C -1.4194 0.2728 0.0193
C 1.4974 1.7541 0.1514
C 1.5034 -2.6074 0.8691
C 1.5868 0.2545 0.4725
C 1.3089 -0.7325 -0.5772
C -0.8024 -0.6683 -0.9038
N -0.9271 -0.0043 -2.3930
O -2.1202 1.3979 -0.4878
O -1.1593 -1.9739 -1.0486
O 1.4482 -2.0072 -0.4333
H -2.3756 1.9591 2.6506
H -0.8924 -0.3789 2.0795
H -3.1341 3.0519 0.4169
H 1.2582 2.1489 1.0989
H 2.4356 2.2200 -0.2355
H 0.5767 1.9866 -0.4964
H 1.7376 -3.6675 0.7097
H 0.6086 -2.4503 1.3438
H 2.4274 -2.2788 1.5801
H 1.1293 0.0216 1.4998
H 2.6271 0.1455 0.8481
H 1.7820 -0.3373 -1.5580
H -0.0108 0.4731 -2.6757
H -1.6895 0.6200 -2.5182
H -1.0048 -0.7943 -3.0249
H -0.2920 -2.5385 -1.0152

Table of natural (NBO) atomic charges, one value per atom, all in e: -0.32 -0.23 0.13 0.11 -0.61 -0.27 -0.52 0.24 0.34 -0.74 -0.44 -0.69 -0.51 0.25 0.24 0.23 0.24 0.24 0.19 0.23 0.19 0.21 0.24 0.25 0.18 0.44 0.44 0.44 0.51

=====

Entry 2:
Computed, not measured: one molecule with the formula C3HNS in a non-equilibrium geometry, with ωB97M-V/def2-TZVPD.

## Properties
* HOMO-LUMO gap (alpha / beta): 6.378 / 6.404 eV
* total charge: 0
* relative energy (zero: lowest compared OMol25 entry of this formula, charge and spin): 77.6 kcal/mol
* 2S+1: 1
* highest occupied orbital energy (alpha / beta): -8.77 / -8.77 eV
* LUMO level (alpha / beta): -2.39 / -2.37 eV

CARTESIAN COORDINATES (ANGSTROEM)
C -1.2283 -0.0848 0.0053
C 1.4315 0.2179 -0.0620
C 0.1763 0.2117 0.0375
N -1.1676 -1.3209 0.0219
S 2.9621 0.5238 0.0224
H -2.1740 0.4524 -0.0251

Table of natural (NBO) atomic charges, one value per atom, all in e: -0.01 -0.13 -0.12 -0.12 0.17 0.21

=====

Entry 3:
Computed, not measured: C15H19BrSiW as an isolated structure in a non-equilibrium geometry, with ωB97M-V/def2-TZVPD.

## Properties
* expectation value of S²: 2.014
* HOMO-LUMO gap (alpha / beta): 6.162 / 7.293 eV
* total charge: 0
* relative energy (zero: lowest compared OMol25 entry of this formula, charge and spin): 0.9 kcal/mol
* 2S+1: 3
* highest occupied orbital energy (alpha / beta): -6.56 / -8.17 eV
* LUMO level (alpha / beta): -0.40 / -0.88 eV

CARTESIAN COORDINATES (ANGSTROEM)
C -1.8247 -0.8317 -2.5344
C -1.7254 -1.2966 -1.1696
C -1.8744 -0.1619 -0.3069
H -1.6499 -2.3334 -0.8853
C -2.0056 1.0130 -1.0969
C -2.0781 0.5918 -2.4788
H -2.3985 1.2375 -3.2976
H -1.7880 -1.4735 -3.3981
H -1.8016 -0.1717 0.7654
H -2.0254 2.0466 -0.7369
W 0.3284 -0.0975 -1.9916
Br 1.4852 -2.2684 -1.0326
C 2.0175 0.6487 -2.8982
C 0.9181 1.4281 -3.4144
C 0.1887 0.5938 -4.3338
H 0.8125 2.5082 -3.3390
C 0.6451 -0.7379 -4.1756
C 1.8261 -0.7144 -3.3654
H 2.5355 -1.5329 -3.3030
H 2.8864 1.0462 -2.3746
H -0.4931 0.9339 -5.0906
H 0.2654 -1.6008 -4.7104
C 1.8309 -0.8219 4.0597
Si 0.4192 0.0948 3.2228
C -1.1178 -0.7434 3.9641
C 0.2948 1.7416 4.1395
C 0.6918 0.2376 1.3842
C 0.8232 0.2722 0.1377
H 1.6867 -0.7094 5.1519
H 2.8082 -0.3956 3.7894
H 1.8235 -1.8984 3.8190
H -1.0069 -0.7488 5.0636
H -2.0449 -0.2011 3.7470
H -1.2405 -1.7895 3.6524
H 1.1197 2.4201 3.9006
H -0.6674 2.2287 3.9287
H 0.3353 1.4862 5.2077

Table of natural (NBO) atomic charges, one value per atom, all in e: -0.36 -0.29 -0.17 0.26 -0.26 -0.27 0.24 0.25 0.25 0.25 1.03 -0.31 -0.38 -0.38 -0.15 0.27 -0.32 -0.28 0.29 0.28 0.25 0.26 -1.10 1.59 -1.09 -1.09 -0.59 -0.26 0.23 0.24 0.24 0.24 0.23 0.23 0.23 0.23 0.23

=====

Entry 4:
Computed, not measured: C2H5Cl2Hg2O as an isolated structure in a non-equilibrium geometry, with ωB97M-V/def2-TZVPD.

## Properties
* HOMO-LUMO gap: 2.203 eV
* total charge: +3
* relative energy (zero: lowest compared OMol25 entry of this formula, charge and spin): 26.5 kcal/mol
* 2S+1: 1
* highest occupied orbital energy: -19.69 eV
* LUMO level: -17.49 eV

CARTESIAN COORDINATES (ANGSTROEM)
Hg -0.6669 -3.3419 -1.1861
Hg -3.0291 -3.0419 1.8182
C -1.5828 -0.5445 0.1596
O -1.6978 -1.9558 0.4041
H -0.6413 -0.3623 -0.3624
H -2.4488 -0.1903 -0.3969
H -1.5201 0.0559 1.0737
C 2.2098 1.9053 -0.3277
Cl 3.3545 2.6480 0.7876
Cl 2.6617 0.3215 -0.9267
H 1.2144 1.8993 0.1348
H 2.1466 2.6069 -1.1782

Table of natural (NBO) atomic charges, one value per atom, all in e: 1.27 1.50 -0.30 -0.90 0.21 0.22 0.23 -0.50 0.38 0.25 0.30 0.35

=====

Entry 5:
Computed, not measured: a 2-piece molecular cluster, H6NO overall, with ωB97M-V/def2-TZVPD.

## Properties
* HOMO-LUMO gap: 12.819 eV
* total charge: +1
* relative energy (zero: lowest compared OMol25 entry of this formula, charge and spin): 3.0 kcal/mol
* 2S+1: 1
* highest occupied orbital energy: -16.89 eV
* LUMO level: -4.08 eV

CARTESIAN COORDINATES (ANGSTROEM)
N -1.1193 -0.2814 -0.7422
H -2.0943 -0.2707 -0.4577
H -0.5175 -0.3745 0.1019
H -0.9320 0.6222 -1.1704
H -1.0135 -1.0158 -1.4300
H 1.5912 -0.4926 0.8939
H 1.5161 0.9837 1.2478
O 1.0771 0.3074 0.7176

Table of natural (NBO) atomic charges, one value per atom, all in e: -0.86 0.45 0.49 0.45 0.45 0.50 0.51 -0.98

=====

Entry 6:
Computed, not measured: C46H53F9IN3O4PRbSSi3 as an isolated structure in a non-equilibrium geometry, with ωB97M-V/def2-TZVPD.

## Properties
* HOMO-LUMO gap: 5.514 eV
* total charge: -2
* relative energy (zero: lowest compared OMol25 entry of this formula, charge and spin): 28.3 kcal/mol
* 2S+1: 1
* highest occupied orbital energy: -2.09 eV
* LUMO level: 3.43 eV

CARTESIAN COORDINATES (ANGSTROEM)
Rb -0.0084 -0.3558 0.4440
C 1.4515 3.2269 5.6488
Si 0.6613 2.0756 4.3096
C -0.4562 3.2094 3.2511
C -0.5968 0.9841 5.2452
C 1.9904 1.1794 3.3383
Si 2.4547 -0.5413 3.8884
C 4.0474 -1.2018 3.0586
C 2.7830 -0.7037 5.7866
C 1.1291 -1.8866 3.5296
Si 3.2668 2.2040 2.4774
C 2.7459 3.9635 1.9123
C 4.8662 2.5479 3.5108
C 3.9200 1.4747 0.8218
C 5.2050 0.9553 0.6704
C 5.6247 0.4795 -0.5573
C 4.7386 0.5312 -1.6222
C 3.4777 1.0497 -1.3884
N 3.0796 1.5132 -0.2155
H 0.7204 3.7354 6.2714
H 2.0651 3.9837 5.1697
H 2.1001 2.6496 6.3014
H -1.3288 3.5373 3.8061
H -0.8237 2.6687 2.3830
H 0.0730 4.0911 2.9105
H -1.3820 1.5846 5.6982
H -0.1320 0.3989 6.0326
H -1.0833 0.3067 4.5522
H 4.9446 -0.7792 3.4994
H 4.0212 -0.9206 2.0144
H 4.1343 -2.2828 3.1016
H 3.6181 -0.0779 6.0806
H 2.9951 -1.7175 6.1140
H 1.9139 -0.3541 6.3302
H 0.7429 -1.7499 2.5222
H 0.3035 -1.8180 4.2316
H 1.5461 -2.8925 3.5970
H 2.5657 4.5981 2.7715
H 1.8306 3.9335 1.3352
H 3.5019 4.4427 1.2963
H 4.6018 3.0214 4.4511
H 5.5979 3.1830 3.0169
H 5.3544 1.6120 3.7604
H 5.8788 0.9408 1.5143
H 6.6251 0.0843 -0.6938
H 5.0210 0.1927 -2.6088
H 2.7636 1.1292 -2.1990
C 4.2322 -3.0161 -0.5336
C 2.7772 -2.5892 -0.7500
O 2.3017 -1.7502 0.0102
C 2.0638 -3.2214 -1.8332
C 2.6124 -4.3006 -2.5449
C 1.9386 -4.9316 -3.5571
C 0.6427 -4.5126 -3.8868
C 0.0669 -3.4742 -3.2245
C 0.7353 -2.7473 -2.1763
O 0.1872 -1.7639 -1.6337
H 4.6635 -2.3936 0.2447
H 4.8097 -2.8984 -1.4459
H 4.2835 -4.0559 -0.2196
H 3.5934 -4.6751 -2.2826
H 2.3924 -5.7525 -4.0962
H 0.0927 -5.0272 -4.6679
H -0.9425 -3.1603 -3.4632
O 0.6268 2.8518 -0.9967
H 0.1624 3.2889 -0.2790
H 1.4489 2.4930 -0.6057
S -4.7730 2.0784 3.5844
C -3.6861 0.9721 3.1847
N -2.9162 0.1520 2.8612
F -5.1109 6.3280 -4.7979
C -5.4148 5.0327 -5.0368
F -6.7449 4.9353 -4.8626
F -5.2232 4.8806 -6.3746
C -4.6188 4.0757 -4.2198
C -5.2316 3.0014 -3.5750
C -4.4717 2.1151 -2.8425
C -3.0885 2.2736 -2.7370
C -2.4871 3.3567 -3.3885
C -3.2328 4.2471 -4.1260
P -1.9691 1.1845 -1.7692
C -1.2394 0.3305 -3.2222
C 0.1502 0.2824 -3.2715
C 0.8017 -0.3192 -4.3310
C 0.0515 -0.8783 -5.3586
C -1.3385 -0.8164 -5.3322
C -1.9800 -0.2137 -4.2664
C 0.7415 -1.5149 -6.5220
F 1.9489 -2.0240 -6.2424
F 0.0395 -2.5071 -7.0986
F 0.9672 -0.6270 -7.5334
C -3.1923 -0.0019 -1.1142
C -3.2791 -1.3485 -1.4442
C -4.1534 -2.1727 -0.7560
C -4.9250 -1.6579 0.2778
C -4.8691 -0.3064 0.5993
C -3.9982 0.5054 -0.0957
C -5.8416 -2.5563 1.0461
F -5.4268 -3.8332 1.1165
F -6.0633 -2.1769 2.3120
F -7.0803 -2.6247 0.4788
H -6.3009 2.8686 -3.6520
H -4.9573 1.2900 -2.3450
H -1.4172 3.4818 -3.3004
H -2.7657 5.0799 -4.6317
H 0.7013 0.7254 -2.4585
H 1.8793 -0.3908 -4.3512
H -1.9066 -1.2565 -6.1376
H -3.0596 -0.1687 -4.2484
H -2.6317 -1.7680 -2.1971
H -4.2212 -3.2236 -0.9993
H -5.4702 0.0941 1.3993
H -3.9266 1.5493 0.1776
N -2.3536 -2.4576 2.8308
C -1.7602 -2.9185 1.7305
O -1.7137 -2.2878 0.6934
C -1.1555 -4.3148 1.7829
I -2.2479 -5.6007 0.4699
H -2.6096 -1.4291 2.8411
H -2.3597 -2.9638 3.6970
H -1.1531 -4.7750 2.7668
H -0.1527 -4.2782 1.3652

Here are the Löwdin charges for atoms 1 to 99, given in e: 0.80 -0.19 0.40 -0.18 -0.18 -0.45 0.40 -0.18 -0.19 -0.19 0.47 -0.18 -0.19 -0.29 -0.09 -0.08 -0.07 -0.14 0.06 0.01 0.00 0.01 0.02 0.01 0.00 0.03 0.00 -0.01 0.01 -0.02 0.02 0.01 0.01 -0.01 -0.05 0.01 0.03 0.01 -0.01 0.02 0.01 0.01 0.00 0.09 0.10 0.10 0.10 -0.02 -0.40 -0.07 -0.10 -0.07 -0.13 -0.11 -0.02 -0.38 -0.23 0.06 0.07 0.08 0.09 0.08 0.10 0.10 -0.13 0.02 -0.02 0.45 -1.03 0.05 0.12 -0.58 0.12 0.11 -0.13 -0.01 -0.06 -0.33 -0.07 -0.01 1.11 -0.34 -0.09 0.01 -0.13 -0.01 -0.07 -0.57 0.14 0.12 0.11 -0.39 -0.07 -0.02 -0.12 -0.02 -0.11 -0.57 0.10

=====

relative energy (zero: lowest compared OMol25 entry of this formula, charge and spin) of number 1 (C9H16NO3)?
49.4 kcal/mol

=====

Among the records above, which one has the highest relative energy (zero: lowest compared OMol25 entry of this formula, charge and spin)?
C3HNS

=====

Number 2 is which compound?
C3HNS